<A>
A gas-phase ion, C4H12N3 (charge +1), computed with wB97M-V/def2-TZVPD.

```
19
Properties=species:S:1:pos:R:3
H -2.43 -0.32 -0.34
N 0.87 1.68 0.04
C -0.53 0.18 -1.28
H -1.46 0.67 0.70
H 0.11 -0.71 -1.30
H 1.72 -0.25 0.20
H 0.55 -0.17 1.89
H -1.13 0.09 -2.19
C -1.41 -0.16 -0.01
H 0.53 -1.98 2.10
H -1.15 -2.18 0.61
C 0.02 1.59 -1.06
H -0.84 2.28 -1.03
H 2.40 -1.60 0.89
C 0.36 -1.16 1.40
N -0.96 -1.22 0.88
H 0.56 1.86 -2.00
H 1.23 2.64 0.07
N 1.56 -1.23 0.46
```

The value obtained for the LUMO energy is -0.32169 hartree. As for the orbital gap: 4.7 eV. The charge is +1.

<B>
A gas-phase ion, C4H12N3 (charge +1), computed with wB97M-V/def2-TZVPD.

```
19
Properties=species:S:1:pos:R:3
H -1.16 -1.34 1.90
N 2.76 -0.26 -0.36
H 0.82 -1.71 0.54
H -2.44 1.94 -0.44
H 2.71 -1.09 0.20
H -2.81 0.44 1.42
H 3.64 0.19 -0.45
N 0.44 -0.06 -0.76
H -0.26 0.17 1.83
C 1.67 0.27 -0.92
C -0.85 -0.53 1.24
C -2.09 0.15 0.67
H -0.62 -1.83 -0.43
C 0.00 -1.12 0.12
N -1.65 1.38 -0.10
H -2.56 -0.48 -0.07
H 1.88 1.13 -1.56
H -1.11 2.00 0.48
H -0.80 0.96 -0.78
```

The value obtained for the LUMO energy is -0.10216 hartree. As for the orbital gap: 10.6 eV. As for the SMILES: N/C=N\CCC[NH3+]. The charge is +1.

Relative energies, in eV, with the most stable structure set to zero: <A> 6.266; <B> 0.000.

<A>
A gas-phase ion, C4H12N3 (charge +1), computed with wB97M-V/def2-TZVPD.

```
19
Properties=species:S:1:pos:R:3
H -0.69 -0.54 0.55
N -0.95 0.39 -0.06
C 1.34 -0.19 1.58
C -1.95 0.06 -0.86
H -0.23 -1.25 2.43
H 0.50 0.94 -1.65
H -2.94 -0.07 -0.44
H 1.92 -0.51 -0.38
H 1.09 0.61 2.27
N -1.89 0.04 -2.18
C 1.54 0.36 0.15
H 0.21 1.99 -0.30
H -1.10 0.35 -2.72
H -2.72 -0.22 -2.70
H 2.29 -0.66 1.82
H 0.69 -2.14 1.38
N 0.28 -1.23 1.55
C 0.31 0.94 -0.57
H 2.32 1.11 0.12
```

The value obtained for the LUMO energy is -0.11905 hartree. As for the orbital gap: 10.7 eV. As for the SMILES: N/C=[NH+]\CCCN. The charge is +1.

<B>
2 unconnected molecules or ions with the total composition C4H12N3, computed with wB97M-V/def2-TZVPD.

```
19
Properties=species:S:1:pos:R:3
H -1.56 0.10 -1.58
C 1.65 -0.94 -1.09
H -1.84 2.55 0.44
H 1.60 0.70 1.21
H -1.92 -1.99 -1.33
C -0.98 1.92 0.15
H -0.24 2.38 0.75
H 3.08 -0.36 1.16
C 1.94 -0.26 1.21
H 2.67 -0.78 -1.37
H -0.88 2.23 -0.96
H -1.23 0.14 1.36
H -1.30 -1.96 0.30
H 1.55 -0.69 2.15
N -1.81 -1.51 -0.41
N 1.20 -0.81 0.09
H 0.79 -1.06 -1.81
C -1.18 0.52 0.36
N -1.54 -0.20 -0.63
```

The value obtained for the LUMO energy is -0.14835 hartree. As for the orbital gap: 9.4 eV. The charge is +1.

<C>
A gas-phase ion, C4H12N3 (charge +1), computed with wB97M-V/def2-TZVPD.

```
19
Properties=species:S:1:pos:R:3
N -1.31 0.71 0.31
H 0.15 -0.12 -1.85
H -2.03 0.72 -0.38
N 0.46 -1.10 0.01
H 2.77 0.10 -1.55
H 0.41 1.73 0.52
H -0.12 -1.69 -0.56
C -0.12 1.29 -0.34
H -0.49 -0.12 1.94
C 2.15 0.57 -0.81
C -1.09 -0.28 1.17
H -0.41 1.92 -1.05
C 0.72 0.04 -0.87
H -1.96 -1.93 1.78
H 2.09 1.57 -0.92
H 1.29 -1.57 0.35
H -3.04 -0.97 0.82
H 2.71 0.19 0.11
N -2.19 -1.06 1.30
```

The value obtained for the LUMO energy is -0.11020 hartree. As for the orbital gap: 11.0 eV. As for the SMILES: C[C@@H](N)CNC=[NH2+]. The charge is +1.

<D>
2 unconnected molecules or ions with the total composition C4H12N3, computed with wB97M-V/def2-TZVPD.

```
19
Properties=species:S:1:pos:R:3
N -1.10 0.73 -1.42
H 2.01 -1.34 3.64
H 1.50 -1.12 -1.27
H 2.60 -0.69 1.62
H -0.31 -1.29 0.68
C -1.27 2.13 -0.96
C 1.58 -1.07 1.71
H -2.34 2.49 -1.05
H -0.61 2.77 -1.54
H 1.96 0.21 -0.44
H 0.36 -1.40 3.33
N 1.20 -0.45 -0.56
H 0.25 0.05 -1.02
N 1.29 -1.54 2.96
H -3.02 0.38 -2.10
H -1.82 -0.99 -2.32
H -1.04 2.18 0.13
C -2.00 0.06 -2.01
C 0.77 -1.10 0.63
```

The value obtained for the LUMO energy is -0.10233 hartree. As for the orbital gap: 9.7 eV. The charge is +1.

Relative energies, in eV, with the most stable structure set to zero: <A> 0.000; <B> 2.896; <C> 1.214; <D> 1.025.

<A>
A gas-phase ion, C4H12N3 (charge +1), computed with wB97M-V/def2-TZVPD.

```
19
Properties=species:S:1:pos:R:3
C 0.81 -0.97 2.52
H -1.12 -0.66 -3.34
H -0.64 1.52 0.77
H -0.97 0.09 2.49
N -0.79 1.46 -2.18
H 1.66 -1.07 1.83
H 0.94 -0.37 3.40
H 1.05 1.24 1.03
H -1.07 -1.10 1.22
H 0.29 -1.47 -2.73
N -0.25 -0.63 -2.83
H -0.44 1.99 -2.96
H -0.90 2.07 -1.39
H 0.92 -0.74 -0.59
N 0.27 0.09 -0.66
H 0.68 -2.01 2.86
C -0.42 -0.43 1.73
C -0.12 0.31 -1.90
C 0.10 0.70 0.75
```

The value obtained for the LUMO energy is -0.12234 hartree. As for the orbital gap: 11.4 eV. As for the SMILES: CCCNC(N)=[NH2+]. The charge is +1.

<B>
A gas-phase ion, C4H12N3 (charge +1), computed with wB97M-V/def2-TZVPD.

```
19
Properties=species:S:1:pos:R:3
H 0.72 1.87 -0.01
H -3.52 -0.52 -2.05
H 2.82 0.46 0.62
C -0.79 0.38 0.44
N -2.91 0.26 -2.24
N 1.74 -1.27 1.11
H 0.62 1.36 1.83
C -1.78 0.54 -1.85
H 0.86 -1.70 0.96
H 1.75 -0.08 -0.78
H -1.21 1.33 -2.44
H -1.07 -0.39 1.26
N -0.96 -0.22 -0.89
H -1.37 -1.16 -0.78
H -1.53 1.18 0.73
C 0.63 0.91 0.69
H 1.67 -1.08 2.10
C 1.83 0.05 0.36
H 2.50 -1.93 0.96
```

The value obtained for the LUMO energy is -0.13879 hartree. As for the orbital gap: 8.7 eV. As for the SMILES: [H]/N=C\NCCC[NH3+]. The charge is +1.

<C>
A gas-phase ion, C4H12N3 (charge +1), computed with wB97M-V/def2-TZVPD.

```
19
Properties=species:S:1:pos:R:3
N -1.25 1.72 -1.16
H -1.78 0.91 -0.82
H -1.22 -0.33 1.60
H 0.64 2.28 -1.99
H 1.84 0.58 -0.72
C 0.98 -1.19 0.96
H -1.80 -1.05 0.00
H 1.01 -0.49 -1.68
N 0.84 -1.72 2.32
H -1.22 2.41 -0.43
C 0.85 0.37 -0.90
H -1.91 2.09 -2.01
H -0.15 0.95 -2.81
C 0.15 -0.46 0.19
H 2.03 -1.20 0.71
H 1.34 -2.70 2.61
N -1.19 -0.28 0.55
C 0.10 1.33 -1.77
H -0.05 -1.76 2.63
```

The value obtained for the LUMO energy is -0.12938 hartree. As for the orbital gap: 8.0 eV. As for the SMILES: N/C=C(\N)CC[NH3+]. The charge is +1.

<D>
A molecular structure, C4H12N3, computed with wB97M-V/def2-TZVPD.

```
19
Properties=species:S:1:pos:R:3
H 2.55 -0.58 -1.17
C 0.30 -0.54 -1.00
H -1.81 1.82 -0.13
H 1.85 0.17 0.31
H -0.77 1.79 -1.49
N -0.61 -0.34 1.39
N -0.73 0.16 -0.39
N 0.19 -1.89 -0.54
C 1.68 0.03 -0.75
H 1.73 1.02 -1.19
H -1.40 1.18 2.42
H -0.75 -2.23 -0.76
C -0.94 0.27 2.37
H 0.03 -0.38 -2.11
H -1.04 -0.30 3.33
C -0.91 1.54 -0.46
H -0.16 -1.34 0.63
H -0.18 2.20 0.02
H 0.98 -2.59 -0.47
```

The value obtained for the LUMO energy is -0.14515 hartree. As for the orbital gap: 9.8 eV. The charge is +1.

Relative energies, in eV, with the most stable structure set to zero: <A> 0.000; <B> 1.794; <C> 2.390; <D> 4.208.

<A>
2 unconnected molecules or ions with the total composition C3H13N2, computed with wB97M-V/def2-TZVPD.

```
18
Properties=species:S:1:pos:R:3
H 1.93 -0.86 1.18
C 1.21 0.78 -1.03
H 0.46 1.12 -1.74
H 1.75 -0.12 -1.31
N -1.28 -1.10 0.17
H -0.15 -0.11 0.46
H -1.69 -1.60 0.94
H 0.41 1.59 0.65
H 2.00 1.53 -1.03
H -3.19 -1.09 -0.74
N 0.69 0.66 0.35
C -2.31 -0.46 -0.73
H 2.68 0.78 1.05
H 1.50 0.44 2.28
H -2.53 0.43 -0.14
H -1.96 -0.30 -1.73
C 1.78 0.21 1.26
H -0.78 -1.80 -0.38
```

The value obtained for the LUMO energy is -0.10733 hartree. As for the orbital gap: 11.8 eV. The charge is +1.

<B>
2 unconnected molecules or ions with the total composition C3H13N2, computed with wB97M-V/def2-TZVPD.

```
18
Properties=species:S:1:pos:R:3
C -0.83 -1.05 -0.89
H -1.75 -0.52 -1.14
H 2.20 0.02 0.18
C 1.50 -0.71 -0.22
N -0.84 0.55 2.23
H -1.03 -1.79 -0.11
C 0.23 1.15 -1.22
H 1.01 1.80 -0.83
H 1.85 -1.07 -1.18
H -0.16 0.19 0.59
H -0.43 -1.54 -1.78
H -0.72 1.67 -1.14
H -0.51 1.47 2.49
H 0.43 0.87 -2.25
H 1.41 -1.55 0.47
H -0.69 -0.05 3.03
H -1.85 0.64 2.14
N 0.17 -0.08 -0.38
```

The value obtained for the LUMO energy is -0.10632 hartree. As for the orbital gap: 12.4 eV. The charge is +1.

Relative energies, in eV, with the most stable structure set to zero: <A> 0.708; <B> 0.000.